Entry 1:
10
Properties=species:S:1:pos:R:3 method="wB97M-V/def2-TZVPD" smiles="O=c1ccocn1" max_force_ha_per_bohr=0.2030 homo_energy_ev=-9.83 relative_energy_kcal_mol=81.3 e_tot_ev=-9778.1601
O 0.0267 -0.1728 -2.5032
C 0.0058 0.1121 -1.2893
C 0.6874 -0.7653 -0.4414
C 0.4673 -0.7919 0.7896
O -0.4710 0.2235 1.3217
C -0.8766 1.0874 0.6191
N -0.5941 1.2094 -0.6228
H 1.7770 -1.2578 -0.6387
H 0.8638 -1.3053 1.7489
H -1.8863 1.6606 1.0160


Entry 2:
10
Properties=species:S:1:pos:R:3 method="wB97M-V/def2-TZVPD" smiles="O=Cc1ccon1" max_force_ha_per_bohr=0.0141 homo_energy_ev=-10.52 relative_energy_kcal_mol=48.5 e_tot_ev=-9779.5842
O -2.3481 0.9740 -0.8304
C -1.6793 -0.0324 -0.8850
C -0.3601 -0.1860 -0.2171
C 0.3487 0.6295 0.7138
C 1.5622 0.0353 0.7671
O 1.5854 -1.0523 -0.0219
N 0.3776 -1.1884 -0.6308
H -1.9783 -0.9125 -1.4860
H 0.0087 1.4603 1.3093
H 2.4832 0.2725 1.2809


Entry 3:
10
Properties=species:S:1:pos:R:3 method="wB97M-V/def2-TZVPD" max_force_ha_per_bohr=0.0127 homo_energy_ev=-10.01 relative_energy_kcal_mol=113.2 e_tot_ev=-9776.7773
O -2.7620 0.4358 1.5382
C -1.6432 0.7953 1.2885
C -0.7346 0.0200 0.3324
N 0.5182 0.6375 0.1858
C 1.1999 -0.0670 -0.6328
C 1.4256 -0.9362 -1.5717
O -1.0914 -0.9982 -0.2199
H -1.1851 1.7056 1.7187
H 2.2539 0.2524 -1.1039
H 2.0039 -1.8530 -1.5426


Entry 4:
10
Properties=species:S:1:pos:R:3 method="wB97M-V/def2-TZVPD" max_force_ha_per_bohr=0.0241 homo_energy_ev=-9.01 relative_energy_kcal_mol=118.6 e_tot_ev=-9776.5429
O -0.5958 -1.1772 -1.6713
C -0.9516 -0.1841 -1.1989
C -2.0287 -0.4580 0.6161
N -0.9480 0.0374 0.7642
C 0.2689 0.6138 0.5447
C 1.4296 -0.2459 0.4482
O 1.3839 -1.4580 0.3676
H -1.2975 0.8230 -1.3559
H 0.3509 1.6755 0.7620
H 2.3899 0.3081 0.3738


Entry 5:
11
Properties=species:S:1:pos:R:3 method="wB97M-V/def2-TZVPD" max_force_ha_per_bohr=0.0241 homo_energy_ev=-9.41 relative_energy_kcal_mol=104.1 e_tot_ev=-11825.0172
C 1.2117 -0.0294 0.0217
C -0.6602 0.9227 -0.0222
C -1.5480 -0.8456 0.0137
C -0.1062 -0.3593 0.0267
H 3.1054 -0.1067 -0.0568
H -1.9003 -1.3607 -0.8634
H -1.9590 -1.3180 0.9126
N 0.1278 1.9531 0.0172
O 2.3535 -0.7279 -0.0212
O 1.3661 1.3041 0.0055
O -1.9907 0.5676 -0.0339


Entry 6:
11
Properties=species:S:1:pos:R:3 method="wB97M-V/def2-TZVPD" max_force_ha_per_bohr=0.0379 homo_energy_ev=-8.83 relative_energy_kcal_mol=118.6 e_tot_ev=-11824.3896
C 1.0634 -0.3379 -0.0581
C -0.8172 0.7065 0.0010
C -2.1736 0.0135 0.0465
C -0.2823 -0.5772 -0.0479
H 2.8688 -0.4185 0.2197
H -2.7085 0.1063 0.9735
H -2.7586 0.3273 -0.7938
N 0.0128 1.7215 -0.0098
O 2.1710 -1.0762 0.0233
O 1.2751 1.0169 0.0031
O -1.4752 -1.3026 -0.0239


Entry 7:
11
Properties=species:S:1:pos:R:3 method="wB97M-V/def2-TZVPD" max_force_ha_per_bohr=0.0581 homo_energy_ev="-9.19 / -9.19" relative_energy_kcal_mol=92.7 e_tot_ev=-11825.5135
C -1.5826 -0.2360 -0.2278
C -0.7501 -1.3195 0.0301
C -1.1378 1.0282 -0.0530
C 2.0044 0.5477 0.0887
N 0.8338 0.1598 0.6247
O -1.0954 2.1803 -0.0047
O 2.7620 -0.0988 -0.5916
O 0.4650 -1.1621 0.4097
H -2.5945 -0.3640 -0.5687
H -1.0716 -2.3475 -0.0515
H 2.1669 1.6120 0.3442


Entry 8:
11
Properties=species:S:1:pos:R:3 method="wB97M-V/def2-TZVPD" smiles="O=COc1cocn1" max_force_ha_per_bohr=0.1271 homo_energy_ev=-9.68 relative_energy_kcal_mol=74.2 e_tot_ev=-11826.3155
O -2.1728 0.9332 -0.0735
C -2.2991 -0.2243 -0.0716
O -1.1228 -1.0469 0.1323
C 0.1101 -0.4969 0.1004
C 0.3888 0.7657 0.2986
O 1.8836 1.0413 -0.0384
C 2.2189 -0.2557 -0.1054
N 1.3972 -1.1563 0.0084
H -3.2637 -0.9043 -0.2653
H -0.4168 1.6474 0.2278
H 3.2766 -0.3032 -0.2134